Record 1
One molecule with the formula C6H8N2 at a distorted geometry, computed with ωB97M-V/def2-TZVPD.

2S+1: 1
DFT total energy, Eh: -342.80855
Frontier orbital gap, eV: 10.291
M, Da: 108.1
Energy relative to the best compared isomer or geometry (same formula, charge and spin), kJ/mol: 329.2
HOMO energy, eV: -9.40

Positions of all 16 atoms, in Å:
C 2.742 -0.857 -0.330
C 1.614 -0.438 -0.243
C 0.248 0.004 -0.130
C 0.205 1.482 0.078
C -0.557 -0.755 0.882
C -1.957 -0.662 0.256
N -1.900 -0.490 -0.975
N -0.488 -0.410 -1.367
H 3.727 -1.226 -0.128
H 0.644 2.064 -0.849
H -0.892 1.738 0.179
H 0.651 2.056 0.991
H -0.259 -1.834 0.888
H -0.460 -0.426 1.897
H -2.878 -0.628 0.866
H -0.441 0.382 -2.018

***

Record 2
One molecule with the formula C6H8N2 at a distorted geometry, computed with ωB97M-V/def2-TZVPD.

2S+1: 1
DFT total energy, Eh: -342.78477
Frontier orbital gap (spin up / spin down), eV: 6.869 / 9.179
M, Da: 108.1
Energy relative to the best compared isomer or geometry (same formula, charge and spin), kJ/mol: 391.6
HOMO energy (spin up / spin down), eV: -7.18 / -9.03

Positions of all 16 atoms, in Å:
C -2.490 -0.014 -0.023
C 1.178 -0.055 0.634
C 0.257 2.014 -0.477
C 0.969 -1.354 -0.107
C 0.015 0.842 0.498
C -1.111 -0.185 0.115
N -3.621 0.093 0.030
N -0.477 -1.333 -0.397
H 1.339 -0.276 1.749
H 1.962 0.454 0.023
H -0.495 2.720 -0.510
H 0.722 1.680 -1.357
H 1.592 -1.490 -1.054
H 1.226 -2.334 0.400
H -0.211 1.197 1.574
H -0.854 -1.959 -1.101

***

Record 3
One molecule with the formula C6H8N2 at a distorted geometry, computed with ωB97M-V/def2-TZVPD.

2S+1: 1
DFT total energy, Eh: -342.74485
Frontier orbital gap, eV: 8.181
M, Da: 108.1
Energy relative to the best compared isomer or geometry (same formula, charge and spin), kJ/mol: 496.4
HOMO energy, eV: -7.24

Positions of all 16 atoms, in Å:
N 1.503 1.216 -1.551
C 0.417 0.424 -1.193
C -0.682 -0.563 -1.664
C -1.282 -1.089 -0.486
C -0.840 -0.521 0.726
N 0.195 0.286 0.201
C 0.749 0.472 1.661
C -0.608 -0.357 2.093
H 2.364 0.764 -1.448
H 1.277 1.518 -2.372
H -0.459 -1.311 -2.574
H -2.048 -1.998 -0.530
H 0.774 1.642 1.991
H 1.475 -0.274 2.235
H -1.306 0.246 2.697
H -0.497 -1.295 2.639

***

Record 4
One molecule with the formula C6H8N2 at a distorted geometry, computed with ωB97M-V/def2-TZVPD.

2S+1: 1
DFT total energy, Eh: -342.74334
Frontier orbital gap, eV: 8.780
M, Da: 108.1
Energy relative to the best compared isomer or geometry (same formula, charge and spin), kJ/mol: 500.4
HOMO energy, eV: -7.92

Positions of all 16 atoms, in Å:
C -0.317 -0.247 -0.125
C 0.259 -0.194 -1.482
N -1.331 -1.243 0.042
N 1.566 0.064 -1.576
C 0.519 -0.013 1.093
C 0.718 -0.926 2.034
C -0.865 1.074 -0.769
C -1.472 2.124 -0.806
H -2.079 -0.917 0.642
H -1.701 -1.528 -0.856
H 2.197 0.147 -0.783
H 1.957 0.266 -2.484
H 1.001 0.959 1.149
H 0.213 -1.881 1.998
H 1.326 -0.716 2.904
H -1.992 3.031 -0.979

***

Record 5
A 2-piece molecular cluster, C6H8N2 overall at a distorted geometry, computed with ωB97M-V/def2-TZVPD.

2S+1: 1
DFT total energy, Eh: -342.66315
Frontier orbital gap (spin up / spin down), eV: 6.773 / 8.429
M, Da: 108.1
Energy relative to the best compared isomer or geometry (same formula, charge and spin), kJ/mol: 710.9
HOMO energy (spin up / spin down), eV: -6.87 / -8.34

Positions of all 16 atoms, in Å:
C -0.754 1.461 1.193
C 0.018 -0.224 0.089
C 0.078 -0.565 1.446
C 0.526 -1.724 2.154
C 0.297 -0.817 -2.236
C 0.113 0.444 -2.795
N -0.481 1.026 -0.043
N -0.422 0.609 2.188
H -1.212 2.406 1.484
H 0.501 -1.649 3.211
H 0.890 -2.656 1.746
H 1.169 -1.406 -2.596
H -0.596 0.534 -3.597
H 0.931 0.886 -3.289
H -0.207 1.174 -1.980
H -0.851 0.502 3.022

***

Record 6
A 2-piece molecular cluster, C6H8N2O overall at a distorted geometry, computed with ωB97M-V/def2-TZVPD.

2S+1: 1
DFT total energy, Eh: -417.91973
Frontier orbital gap (spin up / spin down), eV: 7.695 / 7.122
M, Da: 124.1
Energy relative to the best compared isomer or geometry (same formula, charge and spin), kJ/mol: 692.0
HOMO energy (spin up / spin down), eV: -7.94 / -7.59

Positions of all 17 atoms, in Å:
C 3.717 -0.012 -0.063
C 3.117 -1.220 0.205
C 2.700 0.900 -0.334
C 1.753 -1.026 0.022
C -1.868 -0.045 -0.654
C -4.042 -0.374 0.339
N -1.240 0.988 -0.432
N 1.540 0.225 -0.340
O -2.960 -0.752 -0.603
H 4.748 0.089 -0.035
H 3.530 -2.107 0.484
H 2.575 1.995 -0.535
H -3.777 -1.017 1.303
H -4.892 -0.922 -0.005
H -4.238 0.729 0.621
H -1.376 1.759 0.398
H 0.712 0.789 -0.371

***

Record 7
One molecule with the formula C6H8N2O at a distorted geometry, computed with ωB97M-V/def2-TZVPD.

2S+1: 1
DFT total energy, Eh: -418.05704
Frontier orbital gap, eV: 7.808
M, Da: 124.1
Energy relative to the best compared isomer or geometry (same formula, charge and spin), kJ/mol: 331.5
HOMO energy, eV: -8.45

Positions of all 17 atoms, in Å:
C -2.065 1.448 0.201
N -1.565 0.153 -0.224
C -2.523 -0.968 -0.109
C -0.224 0.055 -0.177
C 0.762 0.947 -0.059
C 2.071 0.157 -0.012
O 3.213 0.556 -0.024
C 1.414 -1.248 0.081
N 0.147 -1.289 0.117
H -2.318 1.527 1.407
H -3.069 1.381 -0.228
H -1.477 2.447 -0.226
H -3.385 -1.103 -0.912
H -2.062 -2.038 0.143
H -2.934 -0.867 0.969
H 0.839 2.000 -0.146
H 2.013 -2.185 0.381

***

Record 8
One molecule with the formula C6H8N2O at a distorted geometry, computed with ωB97M-V/def2-TZVPD.

2S+1: 1
DFT total energy, Eh: -418.10300
Frontier orbital gap, eV: 8.946
M, Da: 124.1
Energy relative to the best compared isomer or geometry (same formula, charge and spin), kJ/mol: 210.8
HOMO energy, eV: -8.26

Positions of all 17 atoms, in Å:
C -0.024 2.885 -0.273
C 0.011 1.639 0.126
N 0.251 1.149 1.403
C 0.146 -0.232 1.367
C 0.177 -1.072 2.385
C 0.027 -0.541 -0.065
N -0.223 -1.706 -0.570
C -0.479 -2.025 -1.936
O 0.013 0.631 -0.758
H -0.276 3.157 -1.263
H 0.084 3.797 0.363
H -0.017 1.544 2.265
H 0.357 -0.521 3.303
H 0.013 -2.081 2.246
H -0.228 -3.161 -2.048
H 0.172 -1.395 -2.747
H -1.560 -1.788 -2.148

***

Record 9
A 2-piece molecular cluster, C6H8N2O overall at a distorted geometry, computed with ωB97M-V/def2-TZVPD.

2S+1: 1
DFT total energy, Eh: -418.11643
Frontier orbital gap, eV: 11.359
M, Da: 124.1
Energy relative to the best compared isomer or geometry (same formula, charge and spin), kJ/mol: 175.5
HOMO energy, eV: -10.67

Positions of all 17 atoms, in Å:
C 0.205 0.924 1.293
C -2.245 0.977 -0.181
C 0.367 -0.196 -0.804
C 0.918 1.003 -1.540
C -0.190 -1.502 1.379
C 0.684 -0.291 0.717
N 0.068 2.029 1.547
N -0.448 -0.973 -1.419
O -2.627 1.642 -1.012
H 0.268 1.070 -2.335
H 2.016 0.903 -1.830
H 0.878 1.836 -0.902
H 0.202 -2.528 1.218
H -0.056 -1.301 2.429
H -1.245 -1.502 1.097
H 1.725 -0.375 1.037
H -0.520 -1.717 -0.693

***

Record 10
One molecule with the formula C6H8N2O at a distorted geometry, computed with ωB97M-V/def2-TZVPD.

2S+1: 1
DFT total energy, Eh: -418.08749
Frontier orbital gap, eV: 8.716
M, Da: 124.1
Energy relative to the best compared isomer or geometry (same formula, charge and spin), kJ/mol: 251.5
HOMO energy, eV: -7.95

Positions of all 17 atoms, in Å:
N 2.356 -1.214 0.012
N 1.355 -0.239 0.027
C 1.730 1.136 -0.079
C 0.485 1.844 0.036
C -0.528 0.904 0.066
C 0.007 -0.362 0.053
C -1.083 -1.458 -0.013
O -2.258 -0.654 -0.084
C -2.024 0.718 0.045
H 2.202 -1.930 -0.719
H 2.455 -1.763 0.872
H 2.782 1.365 -0.312
H 0.440 2.897 -0.006
H -1.262 -2.062 0.955
H -1.010 -2.085 -0.953
H -2.666 1.130 0.831
H -2.378 1.160 -0.919

***

Record 11
One molecule with the formula C6H8N2O at a distorted geometry, computed with ωB97M-V/def2-TZVPD.

2S+1: 1
DFT total energy, Eh: -418.05248
Frontier orbital gap, eV: 10.277
M, Da: 124.1
Energy relative to the best compared isomer or geometry (same formula, charge and spin), kJ/mol: 343.4
HOMO energy, eV: -9.56

Positions of all 17 atoms, in Å:
H -0.838 2.860 -0.408
N 0.133 2.706 -0.331
C 0.406 1.487 0.166
N 1.670 0.959 0.193
C 1.777 -0.503 -0.072
O 2.903 -1.078 -0.011
C 0.409 -0.815 -0.285
C -0.806 -1.648 -0.108
C -1.598 -0.374 0.056
C -0.269 0.259 0.734
H 2.482 1.437 0.165
H 0.138 -0.301 -1.260
H -0.740 -2.594 0.640
H -1.262 -2.160 -0.967
H -2.591 -0.483 0.615
H -1.786 0.062 -0.893
H -0.027 0.187 1.766

***

Record 12
C6H8N2O2 as an isolated structure at a distorted geometry, computed with ωB97M-V/def2-TZVPD.

2S+1: 1
DFT total energy, Eh: -493.26980
Frontier orbital gap, eV: 10.139
M, Da: 140.1
Energy relative to the best compared isomer or geometry (same formula, charge and spin), kJ/mol: 464.9
HOMO energy, eV: -9.47

Positions of all 18 atoms, in Å:
N -0.798 -0.271 1.832
C -0.923 -0.769 0.504
C -1.578 0.187 -0.517
O -0.598 1.268 -0.601
C 0.140 0.397 -1.434
C -0.874 -0.640 -1.643
C 0.188 -0.908 -0.575
C 1.501 -1.456 -0.339
N 2.673 -1.344 -0.278
H -0.505 -0.983 2.493
H -0.176 0.528 1.899
H -1.483 -1.713 0.539
H -2.615 0.525 -0.454
H 0.930 0.796 -2.067
H -1.193 -1.246 -2.487
O 1.887 1.619 1.336
H 1.827 2.571 1.457
H 1.597 1.438 0.334

***

Q: Which of these has the lowest energy relative to the best compared isomer or geometry (same formula, charge and spin)?
A: number 9